1.
DFT (the ωB97M-V functional and the def2-TZVPD basis) results for a molecular structure, C30H38BrCdN4O2P2S.

XYZ file:
```
79
Properties=species:S:1:pos:R:3:forces:R:3
Cd -1.7345 0.0521 0.0460 -0.130 -0.050 -0.265
O 3.0969 1.5543 -2.5143 -0.001 -0.051 0.070
C 2.2709 2.6408 -2.7357 0.012 0.033 -0.038
C 2.8353 3.7562 -3.3330 -0.073 -0.011 -0.001
C 2.0492 4.8753 -3.5569 0.036 0.020 -0.015
C 0.7066 4.8715 -3.2055 0.003 0.007 -0.017
C 0.1569 3.7507 -2.6023 -0.032 0.000 0.003
C 0.9356 2.6327 -2.3380 0.065 0.005 0.029
C 0.3559 1.4451 -1.5908 -0.028 -0.122 -0.164
O -0.9728 1.5430 -1.3541 0.016 -0.055 0.268
N 1.1183 1.3659 -0.3047 0.014 0.280 0.034
N 0.6340 0.5414 0.6235 0.092 -0.125 0.216
C 1.3908 0.0903 1.5520 -0.100 -0.018 -0.044
C 0.8842 -0.7425 2.6394 0.167 0.026 -0.047
Br -0.9855 -0.6235 2.9660 -0.063 -0.068 0.052
C 1.6307 -1.5018 3.4461 -0.082 0.020 0.002
C 3.0766 -1.7419 3.2999 -0.027 0.011 -0.004
C 3.6698 -1.9858 2.0615 0.020 -0.002 -0.014
C 5.0343 -2.2111 1.9658 0.005 -0.003 -0.006
C 5.8222 -2.2003 3.1071 0.009 0.002 -0.003
C 5.2382 -1.9818 4.3475 -0.013 0.001 -0.001
C 3.8742 -1.7646 4.4443 0.020 -0.010 0.017
H 2.5843 0.7424 -2.6012 0.006 0.007 -0.035
H 3.8756 3.7259 -3.6267 0.012 -0.004 0.009
H 2.4857 5.7468 -4.0266 -0.002 0.003 -0.002
H 0.0894 5.7359 -3.4106 -0.005 -0.002 0.007
H -0.8923 3.7183 -2.3392 -0.004 -0.013 0.039
H 0.5750 0.5141 -2.1660 0.036 0.043 0.027
H 2.1279 1.4627 -0.3562 0.026 -0.056 -0.066
H 2.4568 0.3165 1.5724 0.005 0.021 0.006
H 1.1485 -1.9723 4.2955 -0.002 0.002 0.001
H 3.0564 -2.0314 1.1698 -0.015 0.003 0.015
H 5.4807 -2.4069 0.9998 0.006 0.001 -0.002
H 6.8867 -2.3764 3.0326 0.005 -0.002 -0.001
H 5.8462 -1.9869 5.2419 0.005 0.002 0.003
H 3.4203 -1.6030 5.4144 -0.006 0.007 0.003
C -4.3883 -2.6150 0.3735 -0.028 -0.044 0.007
P -3.5498 -1.6030 -0.8873 0.035 0.085 0.036
C -4.9170 -0.8323 -1.7987 -0.040 0.002 -0.041
C -2.7970 -2.8178 -2.0166 -0.039 -0.001 -0.002
C -3.5763 -3.4131 -3.0085 -0.015 -0.014 -0.001
C -3.0355 -4.3398 -3.8827 0.002 0.002 0.000
C -1.6977 -4.6890 -3.7741 -0.005 0.004 0.002
C -0.9133 -4.1055 -2.7943 0.026 -0.016 0.000
C -1.4401 -3.1668 -1.9074 0.042 -0.051 -0.011
P -0.3695 -2.3876 -0.6481 -0.074 0.184 0.067
C -0.1838 -3.6927 0.6178 0.014 -0.052 0.006
C 1.2870 -2.3695 -1.4241 0.016 -0.044 -0.048
H -5.0518 -3.3444 -0.0930 0.000 0.001 0.006
H -4.9708 -1.9649 1.0273 0.011 0.021 -0.004
H -3.6537 -3.1415 0.9826 0.013 -0.004 -0.012
H -5.7094 -1.5391 -2.0447 -0.002 0.003 -0.001
H -4.5392 -0.3701 -2.7104 0.013 -0.012 0.005
H -5.3333 -0.0434 -1.1709 0.003 -0.010 0.012
H -4.6210 -3.1492 -3.1080 -0.005 -0.001 0.002
H -3.6561 -4.7872 -4.6472 -0.006 -0.001 -0.003
H -1.2662 -5.4126 -4.4525 0.004 -0.003 -0.002
H 0.1302 -4.3862 -2.7252 0.000 -0.004 0.003
H 0.1142 -4.6400 0.1656 0.000 -0.002 0.009
H -1.1218 -3.8325 1.1548 -0.014 0.002 -0.014
H 0.5725 -3.3838 1.3420 -0.002 0.018 -0.014
H 1.7429 -3.3595 -1.4696 -0.006 0.003 0.003
H 1.9367 -1.7157 -0.8394 -0.013 -0.006 0.011
H 1.2150 -1.9677 -2.4354 -0.012 0.023 0.009
S -3.4574 1.6085 1.2328 0.354 0.050 0.036
C -2.2908 2.8081 1.7069 -0.280 -0.052 -0.005
N -1.3130 3.1952 0.9114 0.212 -0.152 -0.053
C -0.3293 4.2189 1.2593 0.000 0.004 -0.043
C -0.8875 5.1428 2.3275 -0.027 0.004 -0.024
C -1.4579 4.3089 3.4608 0.012 -0.031 0.024
N -2.4282 3.3701 2.9100 0.025 -0.004 -0.046
H -1.1590 2.6638 0.0349 -0.227 0.173 -0.067
H -0.0981 4.7704 0.3482 0.023 -0.014 -0.003
H 0.5944 3.7347 1.5894 -0.015 0.017 0.047
H -1.6777 5.7636 1.9011 0.001 0.002 0.005
H -0.1059 5.8043 2.6976 0.012 -0.017 0.001
H -1.9609 4.9220 4.2057 -0.001 0.033 -0.026
H -0.6585 3.7550 3.9633 -0.013 0.028 0.022
H -3.2063 3.0519 3.4618 0.029 -0.025 0.030
```
Positions in Å, forces in eV/Å.

Summary:
Highest occupied orbital energy = -10.57 eV
HOMO-LUMO gap = 8.16 eV
Total charge = +1
Energy relative to the best compared isomer or geometry (same formula, charge and spin) = 0.0 kcal per mole



2.
DFT (the ωB97M-V functional and the def2-TZVPD basis) results for 3 unconnected molecules or ions with the total composition C30H38Cl4O7.

XYZ file:
```
79
Properties=species:S:1:pos:R:3:forces:R:3
C 4.8448 -0.4651 0.6388 0.134 -0.569 0.370
O 5.3895 0.6260 -0.0660 -0.500 -0.003 0.053
C 4.9970 0.6778 -1.4295 0.684 0.566 -0.432
C 4.1562 1.9180 -1.7515 -0.868 -1.180 0.255
C 2.8543 1.8593 -0.9268 0.616 0.471 -0.033
C 2.1463 3.2164 -0.7742 -0.130 -0.419 0.210
C 0.9634 3.0376 0.1712 0.860 0.651 -1.237
C 0.9466 3.5298 1.4685 0.874 0.032 -0.338
C 2.1174 4.2619 2.0814 -0.175 0.502 0.440
O 2.8445 3.5544 3.0958 -0.431 -0.123 -0.306
C 2.6970 2.1500 3.0944 0.656 -0.311 0.597
C -0.1683 3.3261 2.2441 -0.073 0.543 1.342
C -1.2534 2.6424 1.7886 -1.039 -0.219 0.227
C -1.2147 2.1460 0.5207 -1.018 -1.062 -1.053
C -0.1383 2.3410 -0.3075 0.369 -0.090 -0.461
C -0.2291 1.7522 -1.6913 0.216 0.369 -0.509
O 0.1572 2.3150 -2.7019 -0.218 -0.582 0.731
C -0.8752 0.3905 -1.7311 0.411 1.757 0.312
C -0.3966 -0.5763 -2.5585 0.789 0.026 -0.907
C -0.9764 -1.8150 -2.5364 0.474 0.012 -0.506
C -2.0343 -2.0494 -1.7003 -0.626 -1.381 -0.071
C -2.5926 -3.4644 -1.7232 0.548 -0.194 -0.240
O -2.5125 -4.0969 -0.4276 -0.013 0.673 0.239
C -1.2846 -4.0026 0.1418 1.501 -0.451 0.387
C -1.2740 -3.7068 1.6301 -1.116 -0.285 -0.187
O -0.2395 -4.1701 -0.4520 -1.078 0.269 -0.142
C -2.5457 -1.0667 -0.8740 -1.046 -0.017 0.593
C -3.7235 -1.3763 0.0516 0.025 0.096 0.044
O -4.9081 -0.6423 -0.2039 0.142 -0.329 -0.125
C -5.1869 -0.4898 -1.5858 -0.345 0.531 0.467
C -1.9489 0.1863 -0.8950 -0.533 0.034 0.552
C -2.3697 1.3489 -0.0283 -0.408 0.284 0.304
O -3.5223 1.6545 0.2082 0.777 -0.305 -0.053
H 5.5187 -1.3326 0.5978 -0.093 0.039 -0.118
H 3.8630 -0.7825 0.2681 0.069 0.141 -0.121
H 4.7188 -0.2256 1.6987 0.125 0.299 -0.126
H 4.4642 -0.2324 -1.7266 -0.064 0.055 0.107
H 5.9124 0.7229 -2.0328 -0.047 -0.131 0.056
H 3.8560 1.7845 -2.7971 0.297 0.495 -0.094
H 4.7108 2.8449 -1.6077 0.026 -0.055 0.009
H 3.0905 1.5007 0.0780 0.033 0.024 -0.029
H 2.2189 1.0950 -1.3859 -0.153 0.154 0.089
H 1.8057 3.6024 -1.7335 -0.036 -0.135 0.003
H 2.8588 3.9463 -0.3944 0.002 -0.133 0.079
H 2.8261 4.6421 1.3466 -0.042 -0.213 -0.062
H 1.7002 5.1461 2.5780 0.131 -0.058 0.030
H 2.9057 1.6888 2.1258 -0.245 0.097 -0.063
H 3.4585 1.7670 3.7809 -0.009 0.148 -0.055
H 1.7382 1.8161 3.5038 -0.112 0.076 -0.318
H -0.1644 3.7259 3.2546 -0.050 -0.057 -0.004
H -2.1450 2.4350 2.3685 0.289 0.303 0.015
H 0.4436 -0.3480 -3.2034 -0.032 -0.055 -0.004
H -0.5925 -2.5981 -3.1748 -0.025 -0.087 0.080
H -1.9953 -4.0646 -2.4131 -0.132 0.111 -0.091
H -3.6306 -3.4927 -2.0516 -0.050 -0.114 0.328
H -0.8685 -4.5687 2.1592 0.220 0.135 -0.025
H -0.6866 -2.8126 1.8308 0.172 -0.131 -0.118
H -2.2910 -3.5442 1.9957 0.115 0.014 -0.018
H -3.3878 -1.1578 1.0719 -0.329 0.166 0.003
H -3.9837 -2.4377 0.0398 0.249 0.045 -0.153
H -6.2603 -0.3095 -1.6683 0.045 -0.135 -0.008
H -4.9234 -1.3732 -2.1753 0.050 0.074 -0.024
H -4.6884 0.4172 -1.9462 0.144 -0.257 -0.275
Cl 3.7105 -3.9754 -5.7834 0.023 0.014 0.007
C 2.8394 -4.8165 -4.4761 -0.015 -0.110 -0.003
C 1.8057 -3.9361 -3.8223 -0.166 -0.128 0.069
Cl 2.5423 -2.6092 -2.8899 0.062 0.064 -0.005
H 3.5733 -5.1692 -3.7556 0.019 0.082 0.002
H 2.3532 -5.6818 -4.9241 -0.045 0.042 -0.009
H 1.2117 -4.5221 -3.1201 0.068 0.002 0.054
H 1.1353 -3.4977 -4.5591 0.103 0.047 -0.050
Cl -2.2428 1.7931 4.7439 -0.039 -0.116 0.369
C -4.0100 2.0183 4.6466 -0.102 0.125 -0.076
C -4.7583 0.9887 5.4534 -0.078 0.030 0.062
Cl -4.6170 -0.6445 4.7540 0.028 -0.017 0.007
H -4.2955 1.9867 3.5962 0.046 -0.081 -0.002
H -4.2240 3.0149 5.0295 0.013 -0.033 0.065
H -5.8184 1.2366 5.4707 0.012 0.014 -0.070
H -4.3976 0.9472 6.4783 0.065 -0.038 -0.037
```
Positions in Å, forces in eV/Å.

Summary:
Highest occupied orbital energy = -9.36 eV
HOMO-LUMO gap = 8.82 eV
SMILES = COCCCCc1c(COC)ccc2c1C(=O)c1ccc(COC(C)=O)c(COC)c1C2=O.ClCCCl.ClCCCl



3.
DFT (the ωB97M-V functional and the def2-TZVPD basis) results for a molecular structure, C30H38N3P2SSeSiTi.

XYZ file:
```
77
Properties=species:S:1:pos:R:3:forces:R:3
Ti -0.8038 0.1624 -1.0720 -0.090 0.148 0.100
C 2.0666 -1.6215 2.0029 0.010 0.006 -0.003
N 1.1676 -1.0032 1.0202 -0.050 0.012 0.041
P 1.5405 -0.7593 -0.6205 0.047 -0.176 0.034
C 1.8337 -2.3544 -1.4002 -0.019 -0.018 -0.012
C 0.8995 -2.7993 -2.3364 0.081 0.047 0.029
C 1.0160 -4.0601 -2.9037 -0.028 0.025 0.046
C 2.0637 -4.8845 -2.5222 0.010 -0.011 0.009
C 3.0025 -4.4480 -1.5931 0.014 -0.014 -0.004
C 2.8949 -3.1860 -1.0341 0.002 0.012 -0.035
C 3.0997 0.1318 -0.6252 -0.014 -0.003 -0.060
C 3.3254 1.1179 0.3353 -0.010 -0.015 0.024
C 4.5052 1.8422 0.3146 0.003 -0.003 -0.005
C 5.4529 1.5973 -0.6722 -0.002 -0.003 -0.001
C 5.2244 0.6260 -1.6362 -0.002 0.005 0.000
C 4.0495 -0.1108 -1.6156 0.015 0.023 -0.012
P -0.4800 -0.7132 1.2953 0.039 -0.054 0.022
C -0.6570 0.2502 2.7958 0.029 -0.004 0.004
C -0.8923 1.6187 2.6789 -0.020 0.016 0.004
C -0.9758 2.4096 3.8141 -0.007 0.008 -0.006
C -0.8206 1.8338 5.0673 0.005 0.003 -0.002
C -0.5885 0.4692 5.1906 0.004 -0.003 0.002
C -0.5107 -0.3266 4.0597 -0.017 -0.003 -0.011
C -1.2794 -2.3028 1.5826 0.004 -0.012 -0.057
C -2.5163 -2.3615 2.2277 0.007 -0.002 -0.008
C -3.1771 -3.5737 2.3419 0.008 0.015 0.008
C -2.6130 -4.7279 1.8130 0.011 0.000 -0.010
C -1.3890 -4.6717 1.1618 -0.015 -0.011 0.002
C -0.7242 -3.4611 1.0375 0.033 -0.009 0.011
H 3.0982 -1.3782 1.7516 0.001 -0.007 -0.004
H 1.9439 -2.7054 2.0278 0.021 0.003 0.002
H 1.8571 -1.2156 2.9922 0.015 0.003 -0.013
H 0.0859 -2.1451 -2.6399 -0.021 -0.063 -0.040
H 0.2969 -4.3971 -3.6376 -0.004 0.005 -0.004
H 2.1580 -5.8712 -2.9553 0.005 0.003 -0.014
H 3.8259 -5.0920 -1.3152 -0.003 -0.004 0.011
H 3.6463 -2.8433 -0.3333 -0.010 0.007 0.029
H 2.5871 1.3064 1.1070 0.001 -0.006 0.000
H 4.6907 2.5948 1.0695 -0.002 0.003 0.004
H 6.3747 2.1630 -0.6854 0.004 0.001 -0.001
H 5.9640 0.4357 -2.4018 0.004 0.001 0.000
H 3.8804 -0.8747 -2.3643 0.003 0.018 -0.001
H -1.0231 2.0547 1.6948 0.002 0.032 -0.024
H -1.1696 3.4707 3.7253 0.002 -0.001 0.001
H -0.8882 2.4488 5.9547 0.001 0.001 0.002
H -0.4727 0.0255 6.1699 -0.005 -0.001 0.003
H -0.3466 -1.3924 4.1613 -0.025 -0.018 -0.005
H -2.9612 -1.4668 2.6452 0.009 0.025 0.023
H -4.1306 -3.6202 2.8501 -0.001 0.003 0.004
H -3.1284 -5.6736 1.9131 0.000 -0.003 -0.001
H -0.9473 -5.5713 0.7545 -0.001 -0.004 0.000
H 0.2331 -3.4283 0.5290 -0.032 0.003 0.001
C 0.4001 5.5755 -1.8428 -0.006 -0.013 0.008
Si -0.0688 4.4891 -0.4209 -0.009 0.056 0.001
C 1.3345 4.1725 0.7472 0.000 -0.019 -0.044
C -1.6625 4.9708 0.3980 0.009 -0.009 -0.023
Se -0.5466 2.4225 -1.4985 -0.020 0.024 -0.058
H 0.6373 6.5770 -1.4748 -0.001 0.005 0.007
H -0.4125 5.6669 -2.5641 -0.001 0.005 0.000
H 1.2794 5.1900 -2.3602 0.001 0.005 -0.001
H 1.6208 5.1180 1.2161 -0.004 0.010 0.001
H 2.2017 3.7885 0.2078 -0.003 0.006 0.014
H 1.0696 3.4712 1.5381 -0.008 -0.027 0.028
H -1.5315 5.9252 0.9150 0.010 0.003 -0.003
H -1.9973 4.2347 1.1290 0.007 -0.018 0.020
H -2.4535 5.1010 -0.3418 -0.005 0.008 0.006
C -5.6413 -0.0356 -4.4751 -0.012 -0.003 0.010
N -4.7042 -0.6755 -3.5580 0.020 0.001 -0.002
C -3.7794 -0.0337 -2.8714 0.016 0.032 -0.022
N -3.6476 1.2762 -3.0013 0.004 -0.020 0.021
S -2.8037 -0.9959 -1.7912 0.002 -0.009 -0.012
H -6.3311 -0.7892 -4.8403 0.008 -0.001 -0.007
H -5.1164 0.3971 -5.3279 0.000 0.002 0.001
H -6.2181 0.7323 -3.9582 -0.003 0.000 0.000
H -4.7490 -1.6746 -3.4323 -0.010 0.008 0.004
H -4.2173 1.7985 -3.6484 -0.012 -0.001 0.001
H -2.9515 1.7800 -2.4656 0.006 -0.019 -0.031
```
Positions in Å, forces in eV/Å.

Summary:
Highest occupied orbital energy (alpha / beta) = -14.01 / -13.97 eV
2S+1 = 2
HOMO-LUMO gap (alpha / beta) = 7.65 / 7.91 eV
Total charge = +2
Energy relative to the best compared isomer or geometry (same formula, charge and spin) = 0.0 kcal per mole



Which formula does entry 2 have?
C30H38Cl4O7